One molecule with the formula C15H23N5O3 in a non-equilibrium geometry, computed with ωB97M-V/def2-TZVPD.

Structure (ORCA input):
```
! RIJCOSX wB97M-V def2-TZVPD def2/J DEFGRID3
* xyz 0 1
H 5.210 -3.101 -4.616
N 5.156 -3.308 -3.586
C 4.186 -2.453 -3.218
N 3.548 -1.551 -4.094
N 3.718 -2.511 -1.904
C 3.010 -1.325 -1.427
C 2.350 -1.517 -0.077
C 2.043 -0.217 0.621
C 0.545 -0.044 0.238
N 0.403 0.269 -1.191
C -0.183 1.055 1.066
O -0.303 2.232 0.647
N -0.851 0.755 2.326
C -1.809 1.679 2.818
C -3.264 1.392 2.481
C -3.251 1.086 1.066
C -3.208 2.073 0.035
C -3.254 1.690 -1.215
C -3.185 0.319 -1.587
C -3.183 -0.651 -0.696
C -3.085 -0.243 0.668
C -1.591 1.946 4.326
O -2.427 2.363 5.034
O -0.207 2.019 4.588
H 3.549 -2.098 -5.073
H 2.535 -1.358 -3.875
H 4.328 -2.823 -1.106
H 2.282 -0.910 -2.226
H 3.805 -0.549 -1.300
H 1.506 -2.335 -0.289
H 3.059 -2.250 0.603
H 1.943 -0.695 1.770
H 2.932 0.533 0.516
H -0.031 -0.929 0.552
H -0.608 0.000 -1.505
H 0.311 1.421 -1.369
H -1.133 -0.273 2.395
H -1.499 2.694 2.418
H -3.763 2.290 2.707
H -3.644 0.553 3.220
H -3.601 3.081 0.397
H -3.142 2.404 -2.093
H -3.260 0.156 -2.572
H -3.229 -1.649 -0.945
H -2.991 -0.942 1.587
H 0.280 1.722 3.886
*
```

Properties
- ΔE to the lowest compared entry with this formula, charge and spin (kcal per mole) = 126.4
- highest occupied orbital energy (Ha) = -0.31281
- frontier orbital gap (eV) = 8.78
- structure (SMILES) = [H]/N=C(\N)NCCC[C@H](N)C(=O)N[C@@H](Cc1ccccc1)C(=O)O

Charge distribution, Mulliken scheme, values in e: H 0.197; N -0.703; C 0.440; N -0.545; N -0.182; C -0.480; C -0.447; C -0.434; C -0.265; N -0.571; C 0.471; O -0.641; N -0.256; C 0.236; C -0.869; C 0.726; C -0.406; C -0.481; C -0.575; C -0.997; C -0.053; C 0.251; O -0.505; O -0.522; H 0.314; H 0.333; H 0.281; H 0.069; H 0.173; H 0.108; H 0.470; H 0.177; H 0.332; H 0.329; H 0.195; H 0.359; H 0.298; H 0.191; H 0.366; H 0.280; H 0.279; H 0.288; H 0.574; H 0.518; H 0.325; H 0.353


A 2-piece molecular cluster, C31H45O2Si overall in a non-equilibrium geometry, computed with ωB97M-V/def2-TZVPD.

Structure (ORCA input):
```
! RIJCOSX wB97M-V def2-TZVPD def2/J DEFGRID3
* xyz 1 1
C 6.342 -2.103 -3.927
O 6.008 -0.691 -3.904
C 4.689 -0.383 -3.901
C 4.329 0.990 -3.859
C 3.006 1.340 -3.827
C 1.951 0.365 -3.857
C 0.624 0.836 -3.781
C -0.606 0.135 -3.756
C -1.800 0.919 -3.856
C -3.052 0.341 -3.901
C -3.197 -1.053 -3.867
C -4.558 -1.662 -3.937
C -2.050 -1.845 -3.746
C -0.791 -1.275 -3.640
C 2.348 -0.996 -3.989
C 3.675 -1.368 -3.954
H 7.431 -2.108 -3.934
H 5.957 -2.620 -3.034
H 5.948 -2.597 -4.830
H 5.124 1.732 -3.846
H 2.721 2.391 -3.787
H 0.535 1.922 -3.799
H -1.696 2.003 -3.903
H -3.947 0.960 -3.972
H -4.489 -2.751 -3.965
H -5.168 -1.381 -3.071
H -5.104 -1.326 -4.825
H -2.168 -2.930 -3.727
H 0.051 -1.930 -3.447
H 1.630 -1.790 -4.142
H 3.947 -2.426 -3.989
C -5.348 1.526 1.231
C -4.189 0.540 1.267
C -3.299 0.734 2.493
C -2.042 -0.163 2.487
Si -0.409 0.756 2.573
C -0.344 1.843 4.092
C -0.456 1.067 5.422
C 0.804 1.159 6.281
C 0.706 0.323 7.549
C 0.998 -0.469 2.623
C 1.001 -1.365 1.383
C 2.166 -2.347 1.385
C 2.140 -3.247 0.160
C -0.208 1.817 1.059
C -1.128 2.516 0.300
C -0.413 3.166 -0.748
C 0.910 2.821 -0.582
O 1.053 1.995 0.495
H -5.946 1.362 0.332
H -5.999 1.402 2.102
H -4.987 2.560 1.216
H -4.574 -0.487 1.277
H -3.586 0.643 0.354
H -3.035 1.800 2.583
H -3.888 0.501 3.394
H -2.092 -0.837 3.359
H -2.020 -0.814 1.597
H 0.592 2.423 4.036
H -1.167 2.571 4.031
H -1.304 1.470 5.995
H -0.686 0.004 5.249
H 1.670 0.834 5.690
H 0.969 2.211 6.542
H 1.624 0.430 8.130
H -0.133 0.648 8.172
H 0.573 -0.737 7.313
H 1.937 0.106 2.669
H 0.943 -1.076 3.542
H 0.055 -1.923 1.312
H 1.067 -0.744 0.478
H 3.099 -1.775 1.419
H 2.114 -2.948 2.299
H 2.974 -3.949 0.202
H 1.209 -3.822 0.120
H 2.227 -2.666 -0.765
H -2.195 2.536 0.505
H -0.857 3.797 -1.508
H 1.787 3.110 -1.142
*
```

Properties
- ΔE to the lowest compared entry with this formula, charge and spin (kcal per mole) = 2.0
- highest occupied orbital energy (Ha) = -0.39270
- frontier orbital gap (eV) = 5.39

Charge distribution, Mulliken scheme, values in e: C -0.815; O -0.419; C 1.043; C -0.878; C -0.530; C 0.739; C -0.203; C 0.992; C -0.598; C -0.780; C 1.204; C -1.446; C -1.126; C -0.231; C -0.787; C -0.517; H 0.251; H 0.358; H 0.348; H 0.455; H 0.431; H 0.290; H 0.324; H 0.446; H 0.375; H 0.316; H 0.352; H 0.323; H 0.197; H 0.427; H 0.418; C -1.428; C -0.437; C -0.865; C -0.328; Si -1.088; C -0.444; C -0.735; C -0.406; C -1.331; C -0.712; C -0.582; C -0.440; C -1.153; C 0.168; C 0.226; C -0.857; C -0.721; O -0.319; H 0.383; H 0.352; H 0.308; H 0.473; H 0.303; H 0.290; H 0.467; H 0.461; H 0.471; H 0.518; H 0.486; H 0.445; H 0.236; H 0.257; H 0.354; H 0.386; H 0.318; H 0.317; H 0.435; H 0.591; H 0.308; H 0.144; H 0.360; H 0.323; H 0.421; H 0.342; H 0.126; H 0.505; H 0.553; H 0.557


One molecule with the formula C23H38O, computed with ωB97M-V/def2-TZVPD.

Structure (ORCA input):
```
! RIJCOSX wB97M-V def2-TZVPD def2/J DEFGRID3
* xyz 0 1
C -3.463 3.135 0.032
C -1.964 3.268 -0.039
O -1.367 3.378 -1.081
C -1.253 3.198 1.292
C -0.743 1.754 1.489
C 0.080 1.637 2.735
C 1.400 1.775 2.813
C 2.122 1.632 4.119
C 2.284 2.049 1.627
C 2.612 0.755 0.856
C 3.613 1.010 -0.230
C 3.361 1.435 -1.463
C 4.476 1.658 -2.444
C 1.991 1.739 -2.005
C 1.382 0.561 -2.794
C 1.021 -0.573 -1.888
C -0.198 -0.851 -1.437
C -1.422 -0.074 -1.835
C -0.435 -2.021 -0.523
C -1.148 -3.169 -1.260
C -1.372 -4.332 -0.346
C -2.532 -4.708 0.178
C -3.835 -4.009 -0.105
C -2.637 -5.897 1.086
H -3.732 2.282 0.650
H -3.876 4.030 0.496
H -3.884 3.022 -0.963
H -1.914 3.476 2.112
H -0.392 3.869 1.277
H -1.601 1.081 1.558
H -0.164 1.469 0.612
H -0.482 1.450 3.641
H 2.603 2.572 4.388
H 1.445 1.346 4.920
H 2.902 0.876 4.034
H 1.810 2.754 0.944
H 3.219 2.497 1.969
H 1.695 0.337 0.442
H 3.022 0.024 1.557
H 4.646 0.850 0.056
H 4.288 1.110 -3.367
H 5.432 1.336 -2.038
H 4.546 2.716 -2.698
H 2.067 2.595 -2.679
H 1.302 2.010 -1.207
H 0.501 0.921 -3.324
H 2.106 0.214 -3.535
H 1.856 -1.179 -1.561
H -1.237 0.997 -1.820
H -1.734 -0.344 -2.845
H -2.247 -0.289 -1.159
H -1.053 -1.710 0.326
H 0.514 -2.387 -0.128
H -0.516 -3.483 -2.096
H -2.091 -2.811 -1.669
H -0.476 -4.882 -0.086
H -4.189 -4.253 -1.107
H -4.594 -4.322 0.607
H -3.727 -2.929 -0.039
H -3.346 -6.618 0.680
H -1.674 -6.386 1.209
H -3.000 -5.592 2.068
*
```

Properties
- ΔE to the lowest compared entry with this formula, charge and spin (kcal per mole) = 4.4
- highest occupied orbital energy (Ha) = -0.30815
- frontier orbital gap (eV) = 9.11
- structure (SMILES) = CC(=O)CC/C=C(/C)CC/C=C(/C)CC/C=C(\C)CCC=C(C)C

Charge distribution, Mulliken scheme, values in e: C -1.433; C 0.629; O -0.559; C -0.436; C 0.470; C -1.350; C 1.148; C -1.625; C -0.857; C 0.556; C -1.146; C 0.905; C -1.652; C 0.084; C -1.042; C -0.307; C 0.970; C -1.922; C -0.733; C -0.508; C -0.744; C 1.099; C -1.389; C -1.463; H 0.320; H 0.401; H 0.372; H 0.415; H 0.323; H 0.581; H -0.774; H 0.311; H 0.308; H 0.421; H 0.328; H 0.185; H 0.611; H -0.739; H 0.601; H 0.326; H 0.322; H 0.418; H 0.305; H 0.687; H -0.454; H 0.450; H 0.488; H 0.331; H 0.370; H 0.365; H 0.276; H 0.269; H 0.460; H 0.258; H 0.456; H 0.270; H 0.305; H 0.394; H 0.307; H 0.351; H 0.344; H 0.341


C3H5NO2 as an isolated structure, computed with ωB97M-V/def2-TZVPD.

Structure (ORCA input):
```
! RIJCOSX wB97M-V def2-TZVPD def2/J DEFGRID3
* xyz 0 1
O 1.107 2.116 0.009
C 0.384 1.001 0.315
C -1.295 -0.700 -0.067
N -0.499 -1.378 0.728
C 0.884 -0.223 -0.037
O 1.592 -0.824 -0.786
H 1.599 1.934 -0.806
H -0.271 1.123 1.164
H -1.970 0.021 0.384
H -1.458 -0.915 -1.128
H -0.073 -2.154 0.224
*
```

Properties
- ΔE to the lowest compared entry with this formula, charge and spin (kcal per mole) = 94.4
- highest occupied orbital energy (alpha / beta) (Ha) = -0.30417 / -0.30419
- frontier orbital gap (alpha / beta) (eV) = 8.67 / 8.67

Charge distribution, Mulliken scheme, values in e: O -0.485; C -0.195; C -0.380; N -0.565; C 0.506; O -0.521; H 0.330; H 0.393; H 0.365; H 0.262; H 0.290


A 14-piece molecular cluster, C4H32N2O13 overall in a non-equilibrium geometry, computed with ωB97M-V/def2-TZVPD.

Structure (ORCA input):
```
! RIJCOSX wB97M-V def2-TZVPD def2/J DEFGRID3
* xyz 0 1
C 0.171 3.750 -1.701
C 0.638 2.541 -2.436
C 1.856 2.232 -2.948
N 1.716 1.022 -3.641
C 0.475 0.646 -3.539
N -0.268 1.635 -2.922
H -0.219 3.514 -0.706
H 0.943 4.513 -1.603
H -0.650 4.291 -2.178
H 2.811 2.702 -2.810
H 0.142 -0.317 -3.869
H -1.146 1.422 -2.463
H -0.076 -1.855 0.051
H 1.020 -0.849 -0.115
O 0.405 -1.367 -0.630
H -2.688 -1.911 -1.090
H -3.774 -0.847 -1.711
O -2.929 -0.974 -1.276
H 0.883 -0.910 5.259
H 0.026 -0.704 3.883
O 0.861 -0.611 4.350
H -0.552 -2.335 -3.686
H 0.278 -1.993 -2.520
O -0.412 -2.624 -2.781
H 0.338 2.063 0.955
H 1.030 0.980 1.768
O 0.723 1.196 0.871
H 2.377 0.668 -0.384
H 3.720 1.150 -1.044
O 3.325 0.777 -0.256
H -0.962 -3.744 2.169
H -0.502 -5.054 1.432
O -0.662 -4.116 1.332
H -1.216 -3.166 -0.981
H -2.119 -3.861 0.059
O -2.106 -3.500 -0.842
H -2.859 -1.384 2.323
H -2.157 -1.606 3.730
O -2.230 -1.943 2.836
H 1.774 1.304 3.670
H 2.671 2.463 2.988
O 1.799 2.077 3.100
H 5.545 -0.049 1.086
H 4.547 0.885 1.641
O 4.966 0.042 1.852
H -4.254 -0.308 0.644
H -3.520 0.769 1.314
O -3.874 -0.116 1.509
H -2.312 0.496 -0.477
H -1.326 1.646 -0.195
O -2.226 1.360 -0.016
*
```

Properties
- ΔE to the lowest compared entry with this formula, charge and spin (kcal per mole) = 69.9
- highest occupied orbital energy (Ha) = -0.32373
- frontier orbital gap (eV) = 8.91

Charge distribution, Mulliken scheme, values in e: C -1.286; C 1.200; C -1.097; N -0.511; C -0.352; N -0.101; H 0.211; H 0.338; H 0.354; H 0.496; H 0.482; H 0.265; H 0.158; H 0.219; O -0.375; H 0.432; H 0.229; O -0.596; H 0.290; H 0.323; O -0.627; H 0.305; H 0.328; O -0.643; H 0.205; H 0.250; O -0.249; H 0.299; H 0.245; O -0.567; H 0.304; H 0.267; O -0.607; H 0.215; H 0.406; O -0.682; H 0.389; H 0.247; O -0.563; H 0.335; H 0.281; O -0.636; H 0.304; H 0.282; O -0.606; H 0.288; H 0.366; O -0.694; H 0.434; H 0.182; O -0.737


A 2-piece molecular cluster, C2H9NO overall in a non-equilibrium geometry, computed with ωB97M-V/def2-TZVPD.

Structure (ORCA input):
```
! RIJCOSX wB97M-V def2-TZVPD def2/J DEFGRID3
* xyz 0 1
C 0.000 0.000 0.000
C 0.389 1.396 -0.231
N -0.730 2.278 -0.432
H -0.472 -0.397 -0.914
H -0.740 -0.026 0.818
H 0.847 -0.653 0.271
H 0.971 1.821 0.610
H 1.033 1.418 -1.131
H -0.267 3.105 -0.825
H -0.971 2.520 0.535
O -1.262 -4.323 1.368
H -1.680 -3.787 0.657
H -1.633 -5.226 1.249
*
```

Properties
- ΔE to the lowest compared entry with this formula, charge and spin (kcal per mole) = 10.4
- highest occupied orbital energy (Ha) = -0.35087
- frontier orbital gap (eV) = 10.46
- structure (SMILES) = CCN.O

Charge distribution, Mulliken scheme, values in e: C -1.026; C -0.276; N -0.665; H 0.253; H 0.260; H 0.326; H 0.305; H 0.302; H 0.259; H 0.260; O -0.643; H 0.320; H 0.323


What is the ΔE to the lowest compared entry with this formula, charge and spin in the sixth record? 10.4 kcal per mole


What did the third record say?
One molecule with the formula C23H38O, computed with ωB97M-V/def2-TZVPD.

Structure (ORCA input):
```
! RIJCOSX wB97M-V def2-TZVPD def2/J DEFGRID3
* xyz 0 1
C -3.463 3.135 0.032
C -1.964 3.268 -0.039
O -1.367 3.378 -1.081
C -1.253 3.198 1.292
C -0.743 1.754 1.489
C 0.080 1.637 2.735
C 1.400 1.775 2.813
C 2.122 1.632 4.119
C 2.284 2.049 1.627
C 2.612 0.755 0.856
C 3.613 1.010 -0.230
C 3.361 1.435 -1.463
C 4.476 1.658 -2.444
C 1.991 1.739 -2.005
C 1.382 0.561 -2.794
C 1.021 -0.573 -1.888
C -0.198 -0.851 -1.437
C -1.422 -0.074 -1.835
C -0.435 -2.021 -0.523
C -1.148 -3.169 -1.260
C -1.372 -4.332 -0.346
C -2.532 -4.708 0.178
C -3.835 -4.009 -0.105
C -2.637 -5.897 1.086
H -3.732 2.282 0.650
H -3.876 4.030 0.496
H -3.884 3.022 -0.963
H -1.914 3.476 2.112
H -0.392 3.869 1.277
H -1.601 1.081 1.558
H -0.164 1.469 0.612
H -0.482 1.450 3.641
H 2.603 2.572 4.388
H 1.445 1.346 4.920
H 2.902 0.876 4.034
H 1.810 2.754 0.944
H 3.219 2.497 1.969
H 1.695 0.337 0.442
H 3.022 0.024 1.557
H 4.646 0.850 0.056
H 4.288 1.110 -3.367
H 5.432 1.336 -2.038
H 4.546 2.716 -2.698
H 2.067 2.595 -2.679
H 1.302 2.010 -1.207
H 0.501 0.921 -3.324
H 2.106 0.214 -3.535
H 1.856 -1.179 -1.561
H -1.237 0.997 -1.820
H -1.734 -0.344 -2.845
H -2.247 -0.289 -1.159
H -1.053 -1.710 0.326
H 0.514 -2.387 -0.128
H -0.516 -3.483 -2.096
H -2.091 -2.811 -1.669
H -0.476 -4.882 -0.086
H -4.189 -4.253 -1.107
H -4.594 -4.322 0.607
H -3.727 -2.929 -0.039
H -3.346 -6.618 0.680
H -1.674 -6.386 1.209
H -3.000 -5.592 2.068
*
```

Properties
- ΔE to the lowest compared entry with this formula, charge and spin (kcal per mole) = 4.4
- highest occupied orbital energy (Ha) = -0.30815
- frontier orbital gap (eV) = 9.11
- structure (SMILES) = CC(=O)CC/C=C(/C)CC/C=C(/C)CC/C=C(\C)CCC=C(C)C

Charge distribution, Mulliken scheme, values in e: C -1.433; C 0.629; O -0.559; C -0.436; C 0.470; C -1.350; C 1.148; C -1.625; C -0.857; C 0.556; C -1.146; C 0.905; C -1.652; C 0.084; C -1.042; C -0.307; C 0.970; C -1.922; C -0.733; C -0.508; C -0.744; C 1.099; C -1.389; C -1.463; H 0.320; H 0.401; H 0.372; H 0.415; H 0.323; H 0.581; H -0.774; H 0.311; H 0.308; H 0.421; H 0.328; H 0.185; H 0.611; H -0.739; H 0.601; H 0.326; H 0.322; H 0.418; H 0.305; H 0.687; H -0.454; H 0.450; H 0.488; H 0.331; H 0.370; H 0.365; H 0.276; H 0.269; H 0.460; H 0.258; H 0.456; H 0.270; H 0.305; H 0.394; H 0.307; H 0.351; H 0.344; H 0.341